The following is a quantum chemistry calculation of a molecular structure, C33H63CrN6O3, from the Open Molecules 2025 dataset.

Last column: Mulliken charge in e.
Element x y z (Å)
H 27.9537 1.8577 22.6359  0.16
H 35.9196 -1.2217 26.3010  0.33
H 28.9449 -2.3523 27.2057  0.17
H 29.3611 6.8832 24.2728  0.18
C 33.6447 2.9659 31.2307  -0.22
C 26.0255 2.4667 24.4680  0.95
N 24.4627 3.7175 22.7987  -0.60
C 27.6266 4.4006 30.6185  -0.14
H 26.9985 2.9481 24.4087  -0.60
H 28.4392 4.1639 23.2925  -0.22
C 29.2852 1.1408 27.3414  0.20
H 25.6703 0.2374 30.5825  0.31
C 26.9077 6.3995 29.3088  -0.20
H 31.7651 -2.6828 26.0318  0.44
H 24.4609 1.9331 25.8349  0.46
C 33.8464 3.0790 29.7786  0.20
H 35.4474 1.5281 27.5815  0.17
C 30.0288 1.2553 23.1677  0.55
H 31.5743 1.3511 28.8256  0.28
H 27.5382 -0.5427 29.3385  -0.35
O 30.5666 3.1888 26.8655  -0.30
H 34.3325 -0.5632 24.6825  0.46
H 28.2836 1.1800 26.9054  -0.21
C 35.2204 -0.4782 26.6887  -0.27
H 29.2109 2.4890 21.5589  0.32
C 25.3746 2.5247 25.8756  -0.45
H 27.8231 -1.9173 30.3757  0.37
H 25.6803 -2.4998 32.0893  0.32
H 31.2862 3.0432 29.3913  0.30
H 32.6915 3.4892 31.3824  0.35
H 36.2170 2.1381 31.7312  0.31
H 26.1571 4.4151 26.4821  -0.31
N 32.7755 1.9526 25.5843  -0.05
N 33.6097 -2.0974 29.2997  -0.57
H 24.3977 -1.8602 31.0943  0.33
C 27.5594 5.0021 29.2839  1.07
C 31.0614 -2.3318 26.7937  0.90
C 25.1607 3.1621 23.5112  -0.02
H 30.5162 -0.3666 24.5776  -0.15
H 27.2539 7.0452 28.5038  0.37
C 28.9333 1.6510 22.1932  -1.42
H 28.5792 5.0742 28.8976  0.05
H 30.2798 1.6675 29.9005  0.41
H 28.8337 -0.0756 24.4257  0.21
H 29.0975 2.9893 28.2276  -1.22
H 26.0703 2.0505 26.5736  0.02
C 32.6387 -2.4560 28.8181  0.15
C 25.2456 -1.5697 31.7151  -1.26
O 30.5260 5.1688 24.5112  -0.99
Cr 31.3003 3.5525 25.0892  1.09
C 36.0067 0.7770 27.0260  -1.17
H 36.7361 3.5213 32.7074  0.37
C 29.2818 5.7976 24.4208  0.70
C 31.4038 -2.8978 28.1794  -0.26
C 27.0337 -1.3440 29.8894  0.48
N 33.9074 3.0197 28.6394  -0.53
H 36.5258 3.7039 30.9665  0.32
C 29.7615 -0.0869 23.8332  -0.81
H 34.8322 -0.9461 27.5932  0.03
H 28.9636 5.4299 22.2758  0.38
H 26.2311 6.6102 31.3809  0.36
N 25.8154 -2.8042 28.1204  -0.51
H 24.6096 4.5595 25.6724  0.51
H 36.8911 0.5150 27.6097  0.43
C 25.1791 3.9426 26.3734  -0.76
H 29.1299 0.5481 28.2571  0.00
C 36.1248 3.2176 31.8562  -1.16
N 27.7051 3.9167 31.6631  -0.57
H 24.6833 4.0750 27.3376  0.37
C 34.6838 3.6241 32.1405  -0.57
H 33.2961 -1.0411 25.9081  -0.52
H 28.6807 0.7802 21.5736  0.45
H 24.9245 -1.0410 32.6153  0.38
C 29.6360 -2.7099 26.4419  -1.35
H 33.4005 1.9138 31.3940  0.35
H 29.8473 0.4753 26.6816  -0.74
H 28.9382 6.1961 26.5532  0.32
H 27.8635 7.2358 31.1292  0.35
H 25.9591 1.3932 24.2987  0.37
H 30.6265 -2.5174 28.8521  -0.03
H 25.8480 6.2553 29.0650  0.19
C 28.5504 5.5918 25.7307  -0.80
H 29.5651 -3.8045 26.4588  0.50
H 26.4850 8.1072 30.5522  0.44
H 28.7057 4.5716 26.1018  -0.19
H 31.3267 -3.9826 28.1248  0.43
C 26.1953 -0.6394 30.9641  -0.63
C 26.3225 -2.1480 28.9066  0.16
H 36.3868 1.2783 26.1292  0.34
C 29.9615 2.4139 27.8484  2.31
H 26.8862 -0.2026 31.6907  0.37
H 29.3086 -2.4567 25.4369  0.25
H 27.0313 4.2950 28.6437  -0.38
C 28.4922 5.2579 23.2440  -1.05
C 30.8257 2.1150 29.0654  -1.39
H 34.4115 3.2809 33.1412  0.33
H 30.8797 0.9888 22.5052  0.02
O 30.3261 2.3111 23.9928  -0.07
H 29.6812 -0.9263 23.1405  0.50
H 27.4634 5.6241 23.2483  0.44
C 26.8874 7.0958 30.6595  -1.49
C 34.0639 -0.2869 25.7082  0.25
C 33.3776 0.9888 25.6324  0.27
H 34.5275 4.7007 32.0856  0.30
H 27.4773 5.7227 25.5810  0.36
H 31.2344 -1.2511 26.7994  -0.57

Atoms 1-6, force components in eV/Å:
0.315 0.303 0.446
-0.193 0.017 -0.346
-0.158 0.197 -0.231
0.626 -0.057 -0.020
-0.979 0.655 -0.699
-1.374 0.047 0.760

The HOMO energy (alpha / beta) is -0.322 / -0.326 Eh. Its multiplicity is 4. As for the frontier orbital gap (alpha / beta): 0.308 / 0.327 Eh. The relative energy (zero: lowest compared OMol25 entry of this formula, charge and spin) is 0.0 kJ/mol.

***

The following is a quantum chemistry calculation of a molecular structure, C33H64Br2ClF8N2O10PS5, from the Open Molecules 2025 dataset.

Last column: Mulliken charge in e.
Element x y z (Å)
C 1.8926 -0.6478 2.6278  -1.09
H -2.5618 -7.7998 -0.1153  0.26
H 3.1411 1.7210 -7.9429  0.33
H -2.1995 -8.8615 -1.5240  0.27
P -1.8217 -3.3076 4.5616  0.18
H 1.0669 -0.2931 5.0881  -0.22
F 3.5014 1.9632 7.0749  -0.36
O -1.5953 -5.3861 -1.1711  -0.35
H -3.9907 -3.4903 4.3566  0.26
H -0.0542 -3.8230 -0.4185  0.22
H -1.3073 0.5911 4.5517  0.46
C 2.4611 8.3882 0.6376  -0.94
S 3.8033 8.0191 -0.4994  0.37
S -1.8385 -6.5886 -2.0291  0.12
C 3.1382 0.1794 -5.5485  -0.53
H 3.6543 1.1366 -5.4687  0.34
F 1.3777 3.5153 8.4016  -0.28
C -0.6546 -2.4251 3.3339  1.24
C -1.0162 2.7947 -0.9700  -0.71
H -3.0405 -1.9054 2.4831  0.53
H -2.6727 -12.6587 -2.5381  0.31
Br 3.6081 -2.5221 3.8270  -0.11
O 3.5564 6.6385 -0.9940  -0.52
H 2.3406 0.4203 -0.6330  -0.03
H 1.8675 13.2593 -5.4260  0.33
H 2.1086 -0.0004 7.3533  0.46
F 2.1110 1.9130 5.3929  -0.23
H 3.3098 10.1629 -1.4227  0.32
H 0.4042 13.6870 -1.8652  0.36
C 0.4890 -0.4795 -1.3379  0.14
H -2.2112 -4.6085 2.2856  0.99
C -0.3003 -2.7558 -0.3748  -0.26
F -2.7899 1.1143 0.0971  -0.24
H -1.3541 -2.6568 -0.6690  0.35
H 1.0200 1.5281 -3.1336  0.48
O 0.0848 4.0898 -2.6448  -0.59
C 1.8723 -1.9847 3.3252  0.22
N -3.2956 -2.7791 4.5554  -0.86
C 1.7505 1.5616 -2.3125  -0.97
H 2.2595 8.8842 -2.1148  0.33
H -0.3795 1.4850 6.4082  0.56
C -1.8762 -8.0023 -0.9389  -0.70
H -0.5978 12.4232 -2.6587  0.31
O -2.1700 -0.7049 1.0364  -0.20
N 1.4196 2.6768 -1.3836  0.41
H -3.7748 -5.7341 -3.0645  0.35
F -3.3105 -0.7335 -0.8746  -0.31
O 0.8165 -5.0841 1.3294  -0.39
H -1.9343 -0.9003 5.2505  0.34
O -0.1256 -2.2909 0.9688  0.36
C -3.5863 -6.5852 -2.4135  -0.86
O -0.8870 -1.0369 3.4724  -0.16
H 2.7181 1.7907 -2.7802  0.40
C 0.5874 -2.0167 -1.3591  -1.94
H -4.0039 -13.3906 -3.4685  0.39
C -2.4684 -2.0078 1.5605  -2.16
C 0.0697 0.5667 6.8040  -1.12
H -0.8687 -8.1438 -0.5517  0.32
H 2.8448 3.9726 -2.3321  0.34
C 1.1724 13.3829 -4.5984  -0.99
H -3.8271 -7.5218 -2.9177  0.27
C 2.6113 0.7805 -8.0935  -0.94
H 2.5841 7.7442 1.5059  0.32
H 1.2070 14.4102 -4.2359  0.37
C 0.3492 12.6407 -2.1655  -0.89
H 3.7961 -0.5835 -5.9646  0.46
H 1.3532 1.1211 8.4859  0.45
F -4.3267 -0.1637 0.9152  -0.30
C 0.1718 -0.4828 5.6852  0.95
F 2.6249 4.3400 6.8650  -0.25
H -0.2203 -0.1498 -2.1116  0.83
H 1.6282 -2.3367 -1.2204  0.59
H -1.6361 -4.6743 4.3459  0.17
C 1.6968 3.4394 7.1075  0.70
C -1.1254 -2.7582 1.8381  1.42
H 3.3211 3.2880 -0.7425  0.34
C -1.0498 -0.4538 4.7678  -1.28
H -3.0657 -2.5616 0.8257  0.79
H 2.5201 9.4335 0.9420  0.38
O 1.1444 -0.9989 -6.8117  -0.65
C 2.1879 2.0034 6.7501  0.65
H -5.9763 -10.9775 -3.3843  0.31
Br 1.0992 -4.3810 4.5523  -0.05
H -4.1503 -6.4825 -1.4863  0.29
S 1.6980 12.2678 -3.2928  0.54
H -1.8842 3.4350 -1.1447  0.46
H 3.3044 -0.0281 -8.3248  0.29
C -1.4403 -4.2551 1.5940  -2.68
H 0.1651 13.1108 -4.9124  0.30
C 0.8206 -2.7593 3.6075  -0.48
H 2.8487 -0.1448 2.7825  0.75
H -1.2566 1.7741 -1.2995  -0.04
O 1.4637 10.8892 -3.7926  -0.59
H 0.2820 -2.3802 -2.3503  0.40
C -3.1263 -0.1391 0.3184  1.02
H -5.7052 -11.9708 -4.8573  0.40
H -1.8829 -4.3712 0.5881  1.01
H -0.7662 2.7327 0.0918  0.29
H 1.8844 0.8906 -8.8954  0.34
H 0.4695 12.0002 -1.2939  0.28
Cl -0.9334 -6.9029 1.8846  -0.30
C 0.1674 3.2822 -1.7615  0.34
H 0.0582 -0.1550 -0.3835  -0.11
H 1.5128 8.1759 0.1441  0.29
S -3.6702 -11.0837 -3.9808  0.40
H -1.1263 -3.0864 5.7562  0.10
C 1.4461 0.8709 7.4248  -1.05
H -0.5949 0.2084 7.5992  0.45
H 2.1387 4.6009 -0.8442  0.42
C -5.4304 -11.0612 -4.3235  -0.97
H 2.7882 -0.1278 -4.5649  -0.21
H 2.5003 -0.4532 -2.1505  0.66
H -5.6265 -10.1939 -4.9502  0.31
H 0.2924 -1.4686 6.1544  0.05
F 0.6097 3.7619 6.4151  -0.25
C 3.2684 9.1385 -1.7947  -0.94
H 3.9532 9.0286 -2.6326  0.37
H 1.7409 -0.8088 1.5616  -0.13
H -4.3619 -12.3249 -2.0661  0.31
H 1.0873 0.0010 2.9812  0.00
C -0.3051 -5.2369 1.5802  0.57
C -3.6882 -12.5153 -2.9010  -0.97
C 1.8377 0.2204 -1.5879  -0.98
S 1.6975 0.3640 -6.6029  0.57
C 2.4897 3.6865 -1.3318  -1.17
O -3.4049 -9.9076 -3.1022  -0.53

Atoms 1-6, force components in eV/Å:
-0.212 0.077 -0.005
0.015 -0.021 -0.097
-0.003 0.001 -0.013
0.007 -0.050 -0.012
-0.243 0.142 -0.055
-0.129 0.014 0.158

The HOMO energy is -0.303 Eh. Its multiplicity is 1. As for the frontier orbital gap: 0.319 Eh.

***

no.,energy (eV)
1,-78744.9484
2,-296521.4021